C30H50F6N8O12S2V as an isolated structure at a distorted geometry, computed with ωB97M-V/def2-TZVPD.

For the total energy, the calculation gives -4853.14889 a.u. The gap between HOMO and LUMO (alpha / beta) comes out at 5.11 / 3.77 eV. As for the expectation value of S²: 3.7805. The highest occupied orbital energy (alpha / beta) is -7.97 / -7.97 eV.

```
! wB97M-V def2-TZVPD RIJCOSX def2/J DEFGRID3
* xyz 0 4
V 0.8188 3.0735 0.8253
N 2.5390 3.9533 -1.7804
O 3.7184 3.9275 -1.2746
O 2.2601 4.7460 -2.6479
O 1.6965 3.4949 -1.1021
N 3.7572 1.6000 1.1226
O 4.5027 2.5560 0.9706
O 2.5812 1.9085 1.0413
O 4.1964 0.4770 1.2939
C -1.3271 -0.9242 -0.4938
F -2.4405 -0.4608 0.0573
F -0.4525 -1.5109 0.3443
F -1.4739 -1.8522 -1.3698
S -0.3694 0.6301 -1.2591
O 0.9001 0.1554 -1.7734
O -1.3179 1.2406 -2.2296
O -0.1504 1.5748 -0.1360
C -0.9867 0.6611 4.3269
F -0.9885 0.4255 5.6618
F -0.6649 -0.4072 3.6570
F -2.1754 1.0545 3.8582
S 0.2913 1.9351 4.0055
O 1.5434 1.3243 4.3264
O 0.1167 2.3694 2.5611
O -0.0735 3.0800 4.8933
N 3.4641 0.1465 -2.5304
C 3.7093 1.2137 -3.3770
C 5.0894 1.4005 -3.3191
C 5.6454 0.4274 -2.4859
C 4.5961 -0.3086 -1.9651
H 2.5607 -0.2841 -2.3942
H 3.0145 1.6897 -4.0532
H 5.6227 2.1062 -3.9388
H 6.6554 0.1236 -2.2534
H 4.6150 -1.1510 -1.2896
N -1.1506 0.1493 -5.0282
C -1.5002 0.7836 -6.1502
C -0.6840 0.2041 -7.1903
C 0.3330 -0.5012 -6.5189
C -0.0058 -0.6431 -5.2513
H -1.5059 0.4750 -4.1406
H -2.3421 1.4578 -6.2075
H -0.8014 0.4233 -8.2413
H 1.1449 -0.9889 -7.0378
H 0.4900 -1.1217 -4.4197
N -0.2059 -5.3112 -4.1151
C -0.1344 -6.4084 -3.3064
C -0.3489 -6.0692 -1.9820
C -0.4168 -4.6674 -1.9895
C -0.2592 -4.2347 -3.2790
H -0.2526 -5.3127 -5.1240
H 0.1614 -7.3465 -3.7523
H -0.4165 -6.7406 -1.1387
H -0.6156 -4.0424 -1.1315
H -0.3776 -3.2536 -3.7147
N -5.6547 -0.2861 -0.4841
C -5.1061 0.3913 -1.5422
C -5.8301 1.5418 -1.6548
C -6.8803 1.5787 -0.6699
C -6.8879 0.2795 -0.2276
H -5.3682 -1.2381 -0.3064
H -4.2885 -0.0545 -2.0891
H -5.6555 2.3601 -2.3377
H -7.5470 2.4112 -0.5002
H -7.6469 -0.2650 0.3144
C 0.6768 -4.7336 5.9159
C 0.7313 -4.4792 4.4137
N 2.0589 -4.3612 3.9150
C 2.0847 -3.8461 2.5739
C 2.1109 -2.2891 2.6823
C 2.7386 -5.6178 3.9481
C 4.2179 -5.3769 4.1558
H -0.3287 -4.4946 6.2622
H 1.4674 -4.2872 6.5191
H 0.7712 -5.7974 6.1338
H 0.2150 -5.1892 3.7676
H 0.1952 -3.5312 4.3683
H 2.9279 -4.0546 1.9154
H 1.1055 -4.0882 2.1606
H 3.0794 -1.9489 3.0490
H 2.1034 -1.9093 1.6607
H 1.3896 -1.6916 3.2398
H 2.3671 -6.0596 3.0235
H 2.3181 -6.3183 4.6696
H 4.4533 -4.8058 5.0539
H 4.6137 -4.7859 3.3299
H 4.7912 -6.3032 4.1931
C -2.4224 5.3381 -1.2284
C -1.1464 4.6186 -0.7084
N -1.0931 4.3333 0.7409
C -2.4096 3.8377 1.2186
C -2.9003 2.6347 0.4764
C -0.8110 5.6152 1.4471
C -0.4963 5.6371 2.9778
H -3.3078 4.7026 -1.2455
H -2.2397 5.5002 -2.2907
H -2.5131 6.2584 -0.6514
H -1.0325 3.7823 -1.3981
H -0.3029 5.2409 -1.0077
H -2.1717 3.4093 2.1922
H -3.0161 4.7416 1.2748
H -3.9874 2.5557 0.4874
H -2.7300 2.5207 -0.5941
H -2.4223 1.7666 0.9303
H -1.6769 6.2621 1.3060
H -0.1119 6.2406 0.8919
H 0.5097 5.2714 3.1837
H -1.1802 5.0901 3.6269
H -0.3474 6.6456 3.3635
*
```